1.
{
  "formula": "C24H54N6O15",
  "method": "the ωB97M-V functional and the def2-TZVPD basis",
  "total_charge": 0,
  "spin_multiplicity": 1,
  "orbital_gap_ev": 9.2115,
  "smiles": "CCOCCOC(=O)N(CCCO)CCCCCCCCCCOC.C[N+](=O)[O-].C[N+](=O)[O-].C[N+](=O)[O-].C[N+](=O)[O-].C[N+](=O)[O-]",
  "total_energy_ha": -2403.4591,
  "symbols": ["C", "C", "O", "C", "C", "O", "C", "O", "N", "C", "C", "C", "O", "C", "C", "C", "C", "C", "C", "C", "C", "C", "C", "O", "C", "H", "H", "H", "H", "H", "H", "H", "H", "H", "H", "H", "H", "H", "H", "H", "H", "H", "H", "H", "H", "H", "H", "H", "H", "H", "H", "H", "H", "H", "H", "H", "H", "H", "H", "H", "H", "H", "H", "H", "C", "N", "O", "O", "H", "H", "H", "C", "N", "O", "O", "H", "H", "H", "C", "N", "O", "O", "H", "H", "H", "C", "N", "O", "O", "H", "H", "H", "C", "N", "O", "O", "H", "H", "H"],
  "xyz": [[1.04982, -1.15943, 0.43801], [1.84245, -1.09107, -0.86310], [2.84170, -0.08355, -0.72135], [3.37521, 0.35623, -1.94527], [4.20957, 1.61326, -1.68630], [4.12693, 2.55197, -2.76044], [3.06767, 3.34470, -2.90059], [3.01522, 4.07027, -3.83752], [2.07040, 3.23656, -1.90443], [0.71976, 3.39407, -2.45305], [0.08731, 2.06018, -2.88699], [0.00335, 1.90805, -4.40583], [-0.31641, 0.57767, -4.80909], [2.35354, 4.16520, -0.79382], [1.56741, 3.79325, 0.47763], [0.52117, 4.84287, 0.90705], [-0.68260, 4.23037, 1.65498], [-1.95783, 4.09095, 0.78701], [-2.55589, 2.67493, 0.77402], [-3.46328, 2.40515, -0.43755], [-4.59815, 1.38591, -0.17094], [-6.01349, 1.97236, -0.36795], [-7.01558, 0.86721, -0.68140], [-8.33966, 1.30674, -0.90405], [-8.48606, 2.10007, -2.06131], [1.63394, -1.68897, 1.19236], [0.08915, -1.64509, 0.27457], [0.90086, -0.13760, 0.79371], [1.18448, -0.87367, -1.71568], [2.35143, -2.03991, -1.06766], [4.00754, -0.42391, -2.39357], [2.58459, 0.60620, -2.66379], [5.26923, 1.35231, -1.64040], [3.93692, 2.03916, -0.72072], [0.72042, 4.08671, -3.30306], [0.08342, 3.84960, -1.69189], [0.62387, 1.21423, -2.45033], [-0.93476, 2.01689, -2.48867], [0.96431, 2.17608, -4.85516], [-0.77214, 2.58519, -4.78332], [-0.72483, 0.12484, -4.06179], [3.42805, 4.11679, -0.58711], [2.15542, 5.20094, -1.10319], [1.03690, 2.86095, 0.25130], [2.25728, 3.58868, 1.29809], [0.18249, 5.38670, 0.01879], [1.01383, 5.58124, 1.54933], [-0.38693, 3.24007, 2.01709], [-0.91575, 4.85161, 2.52320], [-1.78689, 4.43974, -0.23699], [-2.72195, 4.75443, 1.20807], [-1.74156, 1.94242, 0.78923], [-3.13147, 2.51096, 1.68999], [-2.84147, 2.00076, -1.24495], [-3.87398, 3.34309, -0.82723], [-4.49750, 1.00773, 0.84958], [-4.49839, 0.53932, -0.85939], [-5.96867, 2.68897, -1.19447], [-6.31805, 2.48432, 0.54965], [-6.66070, 0.29135, -1.55147], [-7.06109, 0.17732, 0.16753], [-9.52061, 2.01838, -2.39906], [-7.82695, 1.75821, -2.87136], [-8.25703, 3.15554, -1.86563], [-1.17381, -2.38633, 4.38308], [-1.67447, -1.27991, 3.51599], [-2.81028, -0.88635, 3.68019], [-0.89600, -0.84067, 2.68993], [-1.95441, -2.67259, 5.07281], [-0.89634, -3.20026, 3.72288], [-0.29930, -2.00383, 4.89892], [1.10663, -6.01405, 6.90004], [0.54112, -4.98365, 5.99024], [-0.59078, -4.58928, 6.19459], [1.26252, -4.59242, 5.09807], [0.35854, -6.25904, 7.64409], [1.36626, -6.87348, 6.28960], [1.99795, -5.57989, 7.34477], [3.13202, -2.98879, -5.07850], [2.61620, -3.32193, -3.72224], [3.41506, -3.37742, -2.80512], [1.42477, -3.51663, -3.61525], [4.20339, -2.84612, -5.00762], [2.87851, -3.81874, -5.73145], [2.62580, -2.08309, -5.40061], [2.47335, -6.39898, -2.16714], [2.17203, -7.54476, -3.06965], [1.07200, -7.59532, -3.57880], [3.06138, -8.35457, -3.23898], [1.60050, -5.75943, -2.11303], [2.72440, -6.81115, -1.19459], [3.32291, -5.87076, -2.58642], [3.91385, -1.41707, 5.48479], [3.32565, -2.53293, 6.27438], [3.77121, -3.64706, 6.10893], [2.41351, -2.25240, 7.02838], [4.70077, -1.82186, 4.86024], [3.11298, -0.98639, 4.89117], [4.29611, -0.68838, 6.19299]],
  "forces_ev_per_angstrom": [[0.6, 0.2, -0.4], [0.2, -0.2, 0.3], [-0.3, 0.3, -0.1], [0.2, 0.1, -0.1], [0.3, -0.5, 0.2], [0.6, -0.3, 0.4], [-0.2, -0.4, 0.6], [-0.2, 0.8, -1.2], [-0.2, 0.0, 0.1], [-0.4, 0.0, 0.0], [-0.4, 0.1, -0.1], [0.0, -0.1, 0.3], [0.1, 0.0, 0.2], [0.3, -0.1, 0.3], [-0.5, 0.1, -0.5], [0.3, 0.0, 0.2], [0.0, 0.2, -0.4], [-0.2, -0.2, 0.4], [0.0, 0.1, -0.2], [0.1, -0.3, 0.0], [-0.2, 0.3, -0.2], [0.4, -0.3, 0.1], [0.1, 0.0, 0.2], [0.0, 0.0, 0.0], [0.1, 0.1, -0.1], [-0.2, 0.0, 0.0], [0.0, 0.0, 0.2], [-0.2, -0.1, 0.0], [0.1, 0.1, 0.0], [-0.2, 0.0, -0.1], [-0.1, 0.0, 0.0], [0.0, -0.1, 0.1], [-0.1, 0.1, 0.0], [-0.2, 0.0, -0.1], [0.1, 0.0, 0.1], [0.2, -0.1, 0.1], [0.1, 0.1, 0.0], [0.1, -0.1, 0.0], [-0.1, 0.0, -0.1], [0.2, 0.1, -0.1], [0.0, 0.1, -0.1], [-0.1, 0.0, -0.1], [-0.1, 0.0, 0.0], [0.2, 0.0, 0.1], [-0.1, -0.1, 0.0], [-0.1, 0.0, 0.1], [0.0, 0.0, -0.1], [-0.1, 0.1, 0.1], [0.0, -0.2, 0.0], [0.1, -0.1, 0.0], [0.0, 0.1, -0.3], [-0.1, 0.0, 0.0], [0.1, 0.0, 0.0], [0.0, 0.2, 0.0], [-0.1, 0.0, 0.2], [0.0, -0.2, -0.1], [0.1, 0.0, 0.2], [-0.1, 0.0, 0.1], [-0.1, 0.2, -0.2], [-0.1, 0.1, 0.0], [-0.1, 0.0, -0.1], [0.1, 0.0, 0.1], [-0.1, 0.0, 0.1], [0.0, -0.1, 0.0], [-0.1, 0.2, -0.1], [0.0, 0.0, 0.0], [0.1, 0.0, 0.0], [-0.1, 0.0, 0.1], [0.0, 0.0, 0.0], [0.1, 0.0, 0.0], [0.1, -0.1, 0.0], [-0.1, 0.0, 0.1], [0.0, 0.1, 0.1], [0.1, -0.1, 0.0], [-0.1, 0.0, -0.1], [0.0, 0.0, 0.0], [0.0, 0.0, 0.0], [0.0, 0.0, -0.1], [0.1, 0.0, 0.0], [0.0, 0.1, 0.0], [0.0, 0.0, -0.1], [0.0, 0.0, 0.0], [0.0, 0.0, 0.0], [-0.1, 0.0, 0.0], [-0.1, 0.0, 0.0], [-0.2, 0.1, 0.1], [0.0, 0.0, 0.0], [0.1, 0.0, 0.0], [0.0, 0.0, 0.0], [0.0, 0.0, -0.1], [0.1, 0.0, 0.0], [0.1, -0.1, 0.1], [0.1, 0.0, -0.1], [-0.2, -0.1, 0.0], [0.1, 0.0, 0.1], [0.0, 0.0, 0.0], [0.0, 0.0, 0.0], [0.0, 0.0, 0.0], [-0.1, 0.0, 0.0]],
  "mulliken_charge": [-1.18, 0.16, -0.34, 0.17, -0.37, -0.41, 0.21, -0.58, 0.87, -0.39, 1.28, -0.54, -0.55, -1.41, -0.25, -0.86, -0.99, -0.98, -0.32, -0.21, -0.85, -0.36, -0.70, -0.39, -0.71, 0.30, 0.38, 0.15, 0.14, 0.14, 0.25, -0.04, 0.39, 0.11, 0.55, -0.54, -0.81, -0.14, 0.29, 0.37, 0.32, 0.56, 0.45, 0.01, 0.56, 0.47, 0.44, 0.45, 0.46, 0.56, 0.39, 0.19, 0.42, -0.54, 0.59, 0.40, 0.40, 0.40, 0.10, 0.44, 0.30, 0.25, 0.33, 0.25, -0.73, 0.88, -0.55, -0.49, 0.32, 0.30, 0.25, -0.79, 0.91, -0.54, -0.47, 0.32, 0.30, 0.28, -0.78, 0.91, -0.54, -0.49, 0.32, 0.32, 0.28, -0.65, 0.91, -0.52, -0.54, 0.30, 0.31, 0.19, -0.71, 0.88, -0.49, -0.52, 0.30, 0.24, 0.30]
}

2.
{
  "formula": "C24H55AlBrFN12O10P",
  "method": "the ωB97M-V functional and the def2-TZVPD basis",
  "total_charge": -1,
  "spin_multiplicity": 1,
  "orbital_gap_ev": 7.1396,
  "total_energy_ha": -5614.7685,
  "symbols": ["C", "C", "C", "C", "C", "C", "C", "C", "C", "Br", "O", "Al", "C", "C", "F", "C", "C", "O", "O", "O", "C", "P", "C", "C", "C", "C", "H", "H", "H", "H", "H", "H", "H", "H", "H", "H", "H", "H", "H", "H", "H", "H", "H", "H", "H", "H", "H", "H", "H", "H", "H", "H", "H", "H", "H", "H", "H", "C", "O", "N", "N", "H", "H", "H", "H", "C", "O", "N", "N", "H", "H", "H", "H", "C", "O", "N", "N", "H", "H", "H", "H", "C", "O", "N", "N", "H", "H", "H", "H", "C", "O", "N", "N", "H", "H", "H", "H", "C", "O", "N", "N", "H", "H", "H", "H"],
  "xyz": [[0.90175, 0.29760, 2.25749], [1.55800, -0.28246, 1.25948], [2.31431, -0.90773, -0.05601], [1.79830, 0.00073, -1.33088], [0.24435, -0.21980, -1.67825], [-0.30445, 0.68077, -2.93318], [0.34610, 0.03700, -4.26524], [-0.66012, -0.83053, -5.18011], [-0.62536, -2.43768, -4.85689], [-2.30174, -3.10228, -3.99185], [-1.75176, 0.40343, -2.80751], [-2.46299, 1.73255, -1.65068], [-3.68353, 3.14735, -2.54042], [-3.74064, 4.54201, -1.73662], [-4.46554, 4.45611, -0.46650], [-3.13810, 0.85054, 0.06629], [-3.45816, 1.89953, 1.22975], [-4.60943, 1.79399, 1.80265], [-2.58510, 2.93190, 1.68997], [-0.78507, 2.60079, -1.42905], [-0.24245, 2.31964, -2.75626], [1.21490, 3.28877, -3.43129], [0.82940, 5.07506, -3.89366], [-0.71520, 5.50811, -3.93122], [2.70209, 3.37844, -2.26077], [3.97828, 2.51268, -2.81557], [0.16397, 0.98640, 2.81815], [3.45834, -0.70786, 0.00758], [2.08662, -2.01730, -0.21782], [2.47483, -0.25527, -2.21821], [1.90048, 1.09202, -0.95888], [-0.38469, -0.02362, -0.72395], [0.04713, -1.33760, -1.94049], [0.79881, 0.85147, -4.93518], [1.21952, -0.67579, -3.97451], [-1.73922, -0.44367, -5.22010], [-0.26560, -0.75867, -6.27533], [0.31285, -2.72960, -4.25113], [-0.54012, -2.99488, -5.86972], [-4.77465, 2.74447, -2.58682], [-3.34163, 3.41673, -3.62129], [-4.32599, 5.32399, -2.37231], [-2.70689, 5.01196, -1.54481], [-4.13627, 0.30476, -0.20156], [-2.30865, 0.11858, 0.40822], [-1.82686, 2.96781, 1.04261], [-1.10778, 2.61316, -3.48900], [1.30441, 5.34500, -4.91590], [1.37783, 5.75465, -3.12173], [-1.00745, 5.90998, -4.98384], [-1.46949, 4.73989, -3.55085], [-0.82348, 6.43402, -3.23190], [3.07938, 4.48219, -2.27549], [2.47073, 3.15840, -1.15505], [4.86128, 2.83080, -2.12318], [3.82303, 1.38534, -2.70080], [4.29707, 2.83696, -3.87662], [2.22096, 1.16450, 6.23763], [3.03258, 1.86669, 5.64764], [2.19996, 1.04689, 7.58562], [1.27389, 0.44334, 5.59106], [1.54299, 0.47523, 8.08508], [2.89419, 1.57195, 8.10920], [1.25624, 0.50329, 4.58287], [0.60048, -0.13783, 6.05595], [-1.97045, -2.56784, 2.96079], [-1.09998, -3.37809, 3.24485], [-2.24277, -1.49107, 3.72780], [-2.73655, -2.67401, 1.85498], [-2.95394, -0.81396, 3.51201], [-1.69136, -1.37178, 4.56194], [-2.56542, -3.46194, 1.25056], [-3.45435, -2.01438, 1.60834], [5.36099, 2.91722, 7.95416], [4.36525, 2.56239, 8.57241], [6.24458, 3.81770, 8.44983], [5.66475, 2.44429, 6.72704], [7.06611, 4.12245, 7.96027], [6.05208, 4.19448, 9.36422], [5.02746, 1.77235, 6.32185], [6.47552, 2.72352, 6.20525], [-6.00609, -1.52289, -1.28650], [-4.80100, -1.35863, -1.18271], [-6.87656, -1.18923, -0.30297], [-6.57817, -2.05298, -2.39462], [-7.87021, -1.31580, -0.36875], [-6.48848, -0.79017, 0.53842], [-5.96219, -2.31376, -3.14910], [-7.56609, -2.19615, -2.50027], [-0.50643, -6.59588, -0.15192], [-0.28144, -7.10855, -1.23968], [0.03614, -5.41774, 0.22344], [-1.31963, -7.16477, 0.77083], [-0.13615, -4.97902, 1.11300], [0.64640, -4.96228, -0.43652], [-1.74463, -8.04520, 0.52756], [-1.51632, -6.75956, 1.66889], [3.82460, -5.35492, -0.84643], [3.65221, -4.42003, -1.61377], [2.91067, -6.33615, -0.68207], [4.94471, -5.48868, -0.09404], [3.02738, -7.11262, -0.05658], [2.06385, -6.26739, -1.22709], [5.64956, -4.77500, -0.18941], [5.10397, -6.24902, 0.54172]],
  "forces_ev_per_angstrom": [[2.9, -2.4, -6.0], [-3.0, 2.5, 4.1], [-0.6, 1.8, 0.4], [-0.7, -0.2, 1.2], [0.6, 0.1, 0.3], [-0.9, -1.6, 1.3], [-0.3, 0.0, -0.5], [0.5, -0.6, -0.6], [0.9, 0.7, -1.4], [1.0, 0.3, -0.3], [1.1, 1.7, 0.0], [1.3, -0.3, -0.7], [-0.8, 0.7, 0.4], [-0.5, 0.6, -1.1], [1.2, -0.1, -1.8], [0.0, 0.9, 1.0], [-3.9, -1.2, 1.5], [4.8, 0.9, -1.8], [-0.4, -2.3, -2.1], [-0.3, -0.7, -1.4], [-1.9, -0.2, 0.7], [0.9, -1.0, -0.9], [-0.1, 1.6, 0.6], [-0.2, 1.5, 0.2], [1.1, 0.8, 0.2], [0.3, 1.0, 1.2], [1.7, -1.6, -1.2], [-2.0, -0.6, 0.3], [0.3, 1.6, 0.5], [-0.9, 0.5, 1.2], [0.1, -1.7, -1.0], [1.1, -0.1, -1.7], [0.3, 1.9, 0.2], [-0.7, -1.1, 1.1], [-1.4, 1.3, -0.4], [1.7, -0.5, 0.5], [-0.6, -0.1, 1.8], [-1.8, 0.5, -0.6], [-0.4, 0.8, 1.8], [1.7, 0.8, -0.2], [-0.7, -0.5, 1.7], [0.8, -1.2, 1.2], [-1.5, -1.0, 0.0], [2.1, 1.0, 0.9], [-1.3, 1.1, -0.5], [-0.9, -0.1, 0.8], [1.7, -0.3, 0.4], [-0.7, -0.8, 1.7], [-1.0, -1.1, -1.3], [0.4, -1.0, 1.8], [1.2, 0.9, -0.7], [0.0, -1.6, -1.1], [-0.8, -1.8, 0.0], [0.3, 0.1, -1.7], [-1.3, -0.8, -1.1], [0.2, 1.7, -0.5], [-0.9, -0.7, 1.6], [-0.2, -0.1, 0.3], [0.2, -0.1, -0.2], [0.2, 0.1, 0.7], [-0.4, -0.1, -0.8], [0.0, 0.0, -0.2], [0.0, 0.0, -0.1], [0.1, -0.2, 0.2], [0.1, 0.1, 0.0], [0.0, -0.1, -0.3], [0.3, -0.4, 0.1], [0.0, 0.6, 0.9], [-0.3, -0.5, -0.5], [0.1, 0.0, -0.1], [-0.1, 0.0, -0.2], [-0.1, 0.3, 0.0], [0.1, 0.0, -0.2], [-0.1, -0.3, -0.6], [0.1, 0.2, 0.5], [0.3, 0.6, 0.8], [0.1, -0.6, -0.2], [-0.1, -0.1, 0.0], [0.1, -0.1, -0.2], [-0.2, 0.4, -0.2], [-0.1, 0.0, 0.1], [0.5, 0.1, 0.0], [-0.3, -0.4, -0.1], [-0.3, 0.2, 0.8], [-0.1, -0.4, -0.9], [0.1, 0.0, 0.0], [-0.1, 0.1, -0.2], [-0.1, 0.1, 0.2], [0.1, 0.1, 0.0], [0.1, 0.2, -0.2], [0.2, -0.2, -0.1], [0.3, 0.6, 0.0], [-0.6, -0.7, 0.4], [0.0, 0.1, 0.0], [-0.2, 0.1, 0.2], [0.1, 0.2, 0.0], [0.1, 0.1, -0.1], [-0.2, 0.2, -0.3], [0.0, 0.1, 0.1], [-0.5, -0.3, -0.2], [0.9, 0.2, 0.3], [-0.1, 0.1, -0.1], [0.1, -0.3, 0.1], [-0.2, -0.2, 0.0], [-0.1, 0.1, -0.1]],
  "mulliken_charge": [-0.34, -0.40, -0.32, 0.09, -0.30, 2.02, -0.97, -0.63, -0.60, -0.23, -0.16, -0.65, -0.46, -0.29, -0.32, 0.96, 0.43, -0.72, -0.55, -0.44, -0.33, 0.19, -0.53, -0.52, -0.78, -0.89, 0.47, 0.33, 0.13, 0.32, -0.21, -0.83, 0.17, 0.44, 0.18, 0.30, 0.36, 0.25, 0.37, 0.35, 0.35, 0.28, 0.15, -0.58, -0.09, 0.39, -0.02, 0.35, 0.27, 0.26, -0.13, 0.24, 0.43, 0.42, 0.35, 0.15, 0.31, 0.58, -0.75, -0.32, -0.23, 0.14, 0.35, 0.13, 0.11, 0.71, -0.70, -0.37, -0.22, 0.17, 0.17, 0.15, 0.12, 0.70, -0.74, -0.42, -0.32, 0.15, 0.22, 0.20, 0.17, 0.61, -0.51, -0.37, -0.45, 0.15, 0.22, 0.22, 0.13, 0.66, -0.70, -0.20, -0.38, 0.16, 0.08, 0.22, 0.18, 0.64, -0.65, -0.30, -0.40, 0.13, 0.17, 0.24, 0.14]
}

- Which formula does entry 2 have?
  C24H55AlBrFN12O10P